{"formula": "C53H50N3OP2PdSSe", "method": "ωB97M-V/def2-TZVPD", "homo_energy_ha": [-0.3605, -0.3604], "lumo_energy_ha": [-0.144, -0.144], "fmax_ev_per_a": 1.3, "de_lowest_ev": 0.144, "charge": 1, "elements": ["Pd", "N", "P", "C", "C", "C", "C", "C", "C", "C", "C", "C", "C", "C", "C", "P", "C", "C", "C", "C", "C", "C", "C", "C", "C", "C", "C", "C", "H", "H", "H", "H", "H", "H", "H", "H", "H", "H", "H", "H", "H", "H", "H", "H", "H", "H", "H", "H", "H", "C", "C", "C", "C", "C", "C", "Se", "C", "C", "C", "H", "H", "H", "H", "H", "H", "H", "H", "H", "H", "H", "N", "C", "C", "C", "C", "N", "C", "C", "H", "H", "H", "H", "O", "S", "C", "C", "C", "C", "C", "C", "C", "C", "C", "C", "C", "C", "C", "C", "H", "H", "H", "H", "H", "H", "H", "H", "H", "H", "H", "H", "H", "H"], "positions_angstrom": [[0.13893, 0.39965, -0.18080], [1.50663, 1.88427, -2.05888], [2.37558, 0.70246, -1.17592], [3.97100, 1.54274, -0.90762], [4.37152, 1.88876, 0.37841], [5.56567, 2.56912, 0.57124], [6.35301, 2.90472, -0.51889], [5.95295, 2.56251, -1.80528], [4.76560, 1.87884, -2.00318], [2.81597, -0.51438, -2.45157], [2.04038, -0.68902, -3.59236], [2.31548, -1.73248, -4.46358], [3.36371, -2.60399, -4.20054], [4.14848, -2.42532, -3.06919], [3.87154, -1.38818, -2.19373], [0.34648, 2.62677, -1.02368], [1.11886, 4.25639, -0.80578], [1.56497, 4.64688, 0.45209], [2.24706, 5.84609, 0.60149], [2.47447, 6.65342, -0.50210], [2.03762, 6.26000, -1.76107], [1.36631, 5.05943, -1.91915], [-1.06199, 2.90839, -2.14988], [-1.70210, 4.13605, -2.28040], [-2.82789, 4.24932, -3.08532], [-3.31805, 3.14365, -3.75925], [-2.69256, 1.91016, -3.61928], [-1.58024, 1.79053, -2.80652], [2.03159, 2.48227, -2.69205], [3.74444, 1.62437, 1.22309], [5.88310, 2.83802, 1.57022], [7.28524, 3.43327, -0.36992], [6.56998, 2.82524, -2.65440], [4.45958, 1.59386, -3.00318], [1.22631, -0.00321, -3.79718], [1.70581, -1.87266, -5.34687], [3.57335, -3.41923, -4.88031], [4.97330, -3.09660, -2.86877], [4.48068, -1.24562, -1.30691], [1.37439, 4.00905, 1.30755], [2.60319, 6.14808, 1.57740], [2.99693, 7.59347, -0.38414], [2.22242, 6.88901, -2.62187], [1.02832, 4.74964, -2.90148], [-1.32644, 4.99954, -1.74669], [-3.32477, 5.20606, -3.18064], [-4.19338, 3.23676, -4.38842], [-3.08157, 1.04613, -4.14270], [-1.09486, 0.83079, -2.67124], [-8.12563, 0.59631, -1.20414], [-6.64029, 0.50509, -0.99510], [-5.97577, -0.71166, -1.06823], [-4.61971, -0.82760, -0.79379], [-3.97073, -2.17900, -0.93623], [-3.90968, 0.32909, -0.42416], [-2.19984, 0.13946, 0.44198], [-4.53898, 1.58599, -0.43016], [-3.81805, 2.86878, -0.11870], [-5.89720, 1.64302, -0.71042], [-8.57563, -0.39222, -1.27189], [-8.35031, 1.14519, -2.12039], [-8.58968, 1.13336, -0.37644], [-6.53031, -1.60889, -1.32063], [-4.69613, -2.97586, -0.77370], [-3.15307, -2.30352, -0.23034], [-3.56733, -2.28982, -1.94718], [-2.75643, 2.70356, 0.03938], [-4.23137, 3.33111, 0.77950], [-3.93568, 3.57217, -0.94513], [-6.39631, 2.60593, -0.67050], [-0.07003, -6.96152, -0.65952], [0.02739, -5.81773, -0.68286], [0.15182, -4.39488, -0.73774], [-0.74157, -3.63728, -1.49331], [-0.56514, -2.27040, -1.54904], [0.41917, -1.63667, -0.90191], [1.27564, -2.37100, -0.18013], [1.18663, -3.74237, -0.07227], [-1.55020, -4.11238, -2.02975], [-1.22709, -1.65052, -2.13848], [2.06933, -1.82934, 0.32033], [1.91231, -4.29971, 0.50315], [0.31050, 0.38550, 2.30328], [-0.49788, -0.38256, 3.30958], [0.61202, -0.56209, 4.78598], [1.91238, -1.23718, 4.47446], [2.82018, -0.64783, 3.59100], [3.98241, -1.31467, 3.23185], [4.26504, -2.56369, 3.76798], [3.37924, -3.14529, 4.66279], [2.20549, -2.48992, 5.00719], [-0.40917, -2.10911, 2.70900], [-1.24116, -3.10913, 3.44741], [-2.59583, -2.87172, 3.67397], [-3.38679, -3.84281, 4.26837], [-2.83784, -5.06809, 4.62104], [-1.49040, -5.31016, 4.39989], [-0.69280, -4.33171, 3.82451], [0.01476, -1.11575, 5.51166], [0.74830, 0.46354, 5.12939], [2.59778, 0.32420, 3.17632], [4.67670, -0.84714, 2.54335], [5.18274, -3.07158, 3.50019], [3.60767, -4.10837, 5.10076], [1.51350, -2.95283, 5.70096], [0.64834, -2.36571, 2.69334], [-0.77703, -2.00657, 1.68890], [-3.03025, -1.92663, 3.36497], [-4.43654, -3.64707, 4.44430], [-3.46008, -5.83359, 5.06529], [-1.05777, -6.26708, 4.66155], [0.35927, -4.52668, 3.64767]], "atomic_forces_ev_per_a": [[1.016, 0.601, -0.557], [0.187, 0.119, 0.038], [-0.345, 0.748, -0.850], [-0.124, -0.328, 0.485], [-0.054, -0.025, -0.049], [0.040, 0.054, 0.059], [0.005, 0.008, 0.006], [-0.034, 0.022, -0.054], [0.002, -0.006, 0.050], [-0.011, -0.164, 0.294], [-0.072, 0.084, 0.017], [0.009, -0.038, -0.031], [-0.011, 0.011, -0.011], [0.025, -0.050, 0.016], [-0.021, 0.067, 0.031], [-0.330, -0.633, -1.124], [-0.221, -0.166, 0.574], [-0.070, -0.027, -0.027], [0.039, 0.028, 0.026], [0.024, -0.001, 0.045], [0.012, -0.038, -0.073], [0.003, -0.011, 0.026], [-0.032, 0.117, 0.169], [0.208, -0.054, -0.048], [0.042, 0.104, -0.111], [-0.013, 0.019, -0.017], [0.023, -0.013, -0.023], [0.064, 0.152, -0.091], [-0.041, -0.020, -0.068], [0.018, 0.013, 0.020], [-0.014, -0.010, 0.004], [-0.001, -0.001, 0.008], [0.008, -0.002, 0.006], [0.048, -0.004, -0.023], [-0.023, -0.039, 0.027], [0.021, 0.034, -0.014], [0.001, 0.005, -0.003], [-0.002, 0.005, 0.000], [0.037, -0.041, -0.027], [0.011, 0.026, 0.025], [-0.029, 0.011, 0.005], [0.006, -0.004, -0.002], [-0.001, 0.004, 0.006], [-0.021, 0.052, -0.012], [-0.044, 0.040, -0.019], [0.008, 0.007, -0.004], [-0.007, -0.001, 0.007], [-0.002, -0.015, 0.040], [-0.040, -0.047, -0.027], [0.099, 0.048, -0.059], [0.003, -0.021, -0.011], [-0.033, -0.032, 0.056], [0.192, 0.111, -0.067], [-0.057, 0.020, 0.093], [0.365, 0.132, -0.398], [-0.176, -0.161, 0.761], [0.082, -0.090, 0.064], [-0.125, -0.014, 0.040], [0.004, 0.010, 0.020], [-0.029, 0.010, -0.022], [-0.056, -0.019, 0.001], [-0.045, -0.011, -0.016], [-0.031, 0.013, 0.009], [-0.014, 0.010, -0.064], [-0.005, -0.039, -0.004], [-0.016, -0.036, 0.000], [-0.032, 0.025, 0.045], [0.002, 0.001, 0.019], [-0.082, -0.088, 0.157], [-0.001, 0.011, -0.012], [0.010, 0.050, 0.027], [-0.056, -0.351, 0.036], [0.024, 0.568, -0.092], [0.146, -0.231, -0.031], [0.023, 0.133, -0.103], [-0.626, -0.474, 0.752], [0.076, 0.052, -0.158], [0.023, -0.221, -0.125], [-0.008, 0.028, -0.009], [-0.052, 0.003, 0.110], [-0.054, 0.004, 0.099], [-0.009, 0.038, 0.044], [0.197, 0.044, 0.012], [0.303, -0.447, 0.421], [-0.192, -0.082, -0.379], [-0.010, 0.032, -0.095], [-0.010, -0.078, 0.055], [-0.040, 0.064, 0.015], [0.052, -0.015, -0.043], [0.031, -0.039, 0.022], [-0.016, 0.053, -0.014], [-0.036, 0.318, 0.068], [-0.057, -0.051, 0.079], [0.021, 0.043, -0.012], [-0.004, 0.012, -0.014], [-0.004, -0.001, 0.047], [0.021, -0.030, -0.012], [-0.016, 0.038, -0.006], [0.049, 0.028, 0.091], [-0.088, 0.009, 0.009], [-0.022, 0.057, -0.005], [0.019, -0.012, 0.016], [-0.015, -0.019, 0.014], [-0.020, -0.005, -0.008], [-0.017, 0.002, -0.011], [0.041, -0.072, -0.055], [0.006, 0.075, -0.130], [-0.017, -0.024, 0.018], [0.003, -0.010, -0.011], [0.003, 0.007, 0.012], [-0.016, 0.006, 0.032], [0.002, 0.023, 0.001]]}